DFT (the ωB97M-V functional and the def2-TZVPD basis) results for 2 unconnected molecules or ions with the total composition C8H23N8O in a non-equilibrium geometry.

Results
total energy = -22628.7404 eV
HOMO = -11.2 eV
multiplicity = 1
net charge = +1

Each line ends with the natural charge from an NBO analysis.
Positions of all 40 atoms, in Å:
N1 -0.652 3.561 0.297  -0.848
C1 -0.852 2.099 0.352  0.396
N2 -1.866 1.860 1.447  -0.835
N3 -1.421 1.556 -0.918  -0.876
C2 0.473 1.250 0.667  -0.273
N4 1.551 2.025 1.346  -0.564
C3 2.634 2.389 0.635  0.591
N5 2.956 2.107 -0.739  -0.467
C4 4.233 2.714 -0.924  0.259
N6 4.593 3.353 0.286  -0.351
N7 3.662 3.175 1.270  -0.394
H1 0.297 3.823 0.011  0.358
H2 -1.268 3.997 -0.407  0.386
H3 -1.796 0.891 1.779  0.352
H4 -1.551 2.477 2.213  0.360
H5 -1.976 2.257 -1.415  0.379
H6 -1.954 0.700 -0.720  0.390
H7 0.803 0.787 -0.328  0.274
H8 0.242 0.359 1.351  0.226
H9 1.490 2.331 2.321  0.430
H10 4.771 2.633 -1.912  0.285
H11 5.472 3.875 0.349  0.456
H12 3.722 3.558 2.219  0.460
C5 -0.704 -4.643 -0.555  -0.616
C6 -0.419 -3.255 -1.122  -0.082
C7 -0.901 -2.103 -0.218  -0.075
O1 -2.307 -1.883 -0.236  -0.561
C8 -3.056 -2.782 0.569  -0.252
N8 -0.997 -3.163 -2.468  -0.814
H13 -1.745 -4.944 -0.682  0.208
H14 -0.096 -5.392 -1.067  0.228
H15 -0.461 -4.691 0.511  0.202
H16 0.670 -3.163 -1.212  0.188
H17 -0.458 -1.175 -0.593  0.170
H18 -0.543 -2.223 0.813  0.158
H19 -2.522 -3.061 1.482  0.170
H20 -3.320 -3.671 -0.006  0.177
H21 -3.986 -2.286 0.850  0.197
H22 -0.712 -2.280 -2.887  0.350
H23 -2.006 -3.063 -2.359  0.357


DFT (the ωB97M-V functional and the def2-TZVPD basis) results for a molecular structure, C8H23O2PTl in a non-equilibrium geometry.

Results
total energy = -26729.2783 eV
HOMO = -11.1 eV
multiplicity = 1
net charge = +1
relative energy (zero: lowest compared OMol25 entry of this formula, charge and spin) = 0.0 kcal/mol

Each line ends with the Löwdin charge.
Positions of all 35 atoms, in Å:
Tl1 -0.114 0.038 -0.234  0.410
H1 0.115 1.642 0.597  0.085
H2 -0.426 1.790 -0.251  0.078
P1 -1.637 0.257 -2.096  0.650
C1 -0.820 0.105 -3.678  -0.245
H3 -1.589 0.070 -4.467  0.070
H4 -0.156 0.963 -3.855  0.065
H5 -0.215 -0.811 -3.719  0.068
C2 -2.766 -1.150 -1.982  -0.238
H6 -3.344 -1.104 -1.048  0.063
H7 -3.447 -1.108 -2.846  0.069
H8 -2.205 -2.094 -1.993  0.057
C3 -2.679 1.707 -2.188  -0.242
H9 -2.073 2.609 -2.354  0.063
H10 -3.378 1.583 -3.032  0.069
H11 -3.254 1.840 -1.260  0.068
C4 1.507 0.338 -1.202  -0.139
O1 2.565 0.335 -1.833  0.154
H12 -1.555 0.068 0.750  -0.019
H13 -0.223 -1.505 -0.414  -0.041
C5 1.369 1.326 3.036  -0.052
C6 2.139 0.755 1.855  -0.268
O2 1.544 -0.385 1.256  -0.385
C7 1.046 -1.448 2.068  -0.292
C8 2.223 -2.109 2.735  -0.050
H14 0.375 1.680 2.745  0.076
H15 1.944 2.182 3.409  0.099
H16 1.284 0.610 3.861  0.087
H17 2.293 1.527 1.096  0.114
H18 3.136 0.398 2.137  0.132
H19 0.289 -1.054 2.771  0.125
H20 0.546 -2.191 1.434  0.093
H21 2.745 -1.431 3.413  0.080
H22 1.844 -2.951 3.314  0.092
H23 2.919 -2.485 1.975  0.099


DFT (the ωB97M-V functional and the def2-TZVPD basis) results for a molecular structure, C8H24AsCdF6NO7 in a non-equilibrium geometry.

Results
total energy = -106215.6184 eV
HOMO = -10.1 eV
multiplicity = 1
net charge = 0

Each line ends with the natural charge from an NBO analysis.
Positions of all 48 atoms, in Å:
Cd1 -0.715 1.144 0.794  1.759
As1 -1.780 1.994 -2.542  2.846
F1 -3.075 3.072 -2.696  -0.599
F2 -2.181 2.050 -0.816  -0.673
F3 -0.387 0.943 -1.974  -0.677
F4 -1.293 1.712 -4.133  -0.594
F5 -0.656 3.315 -2.288  -0.633
F6 -2.862 0.707 -2.731  -0.622
N1 -1.513 1.540 3.307  0.710
O1 -2.291 0.948 2.462  -0.619
O2 -0.362 1.850 2.903  -0.620
O3 -1.956 1.679 4.410  -0.367
C1 1.815 -1.594 2.780  -0.638
C2 2.046 -0.694 1.561  -0.056
O4 0.879 -0.505 0.744  -0.838
H1 1.667 -1.009 3.676  0.220
H2 2.701 -2.172 2.967  0.218
H3 0.959 -2.195 2.520  0.223
H4 2.778 -1.137 0.897  0.176
H5 2.470 0.236 1.841  0.175
H6 1.047 -0.887 -0.144  0.538
C3 1.487 -4.154 -2.966  -0.647
C4 2.146 -2.918 -2.341  -0.059
O5 1.361 -1.907 -1.617  -0.772
H7 1.234 -3.911 -3.992  0.214
H8 0.602 -4.454 -2.363  0.221
H9 2.193 -4.984 -2.990  0.228
H10 2.768 -2.360 -3.062  0.175
H11 2.878 -3.266 -1.557  0.176
H12 0.666 -1.561 -2.187  0.488
C5 -3.194 -2.885 0.539  -0.636
C6 -1.980 -1.992 0.189  -0.061
O6 -2.245 -0.674 -0.216  -0.770
H13 -4.018 -2.741 -0.183  0.214
H14 -3.542 -2.711 1.569  0.219
H15 -2.920 -3.888 0.422  0.209
H16 -1.270 -2.520 -0.500  0.158
H17 -1.495 -1.830 1.121  0.177
H18 -2.466 -0.529 -1.134  0.507
C7 1.380 5.090 1.137  -0.636
C8 1.359 3.564 0.937  -0.069
O7 0.127 3.125 0.355  -0.826
H19 2.335 5.471 1.545  0.224
H20 0.540 5.414 1.743  0.221
H21 1.340 5.567 0.144  0.208
H22 1.395 3.069 1.912  0.200
H23 2.234 3.379 0.371  0.172
H24 -0.208 3.610 -0.412  0.534


DFT (the ωB97M-V functional and the def2-TZVPD basis) results for a molecular structure, C8H24Cl2NOP2Pr in a non-equilibrium geometry.

Results
total energy = -69899.6980 eV
HOMO (alpha / beta) = -15.8 / -15.8 eV
multiplicity = 3
net charge = +2

Each line ends with the Mulliken spin population.
Positions of all 39 atoms, in Å:
C1 1.611 -0.107 -3.867  0.010
C2 1.322 -0.392 -2.458  0.017
H1 2.665 -0.291 -4.186  0.004
H2 1.316 0.937 -4.117  -0.001
H3 0.971 -0.820 -4.433  0.000
O1 1.785 -0.298 -1.356  0.036
Cl1 -1.979 0.749 -2.608  -0.061
Pr1 -0.841 -0.045 -0.475  2.026
P1 -0.187 2.903 -0.046  -0.003
C3 0.941 3.506 1.264  -0.001
C4 -0.043 4.220 -1.332  -0.001
H4 -0.455 5.187 -0.993  0.000
H5 -2.158 4.305 0.219  0.000
H6 -0.595 3.876 -2.223  0.000
H7 -2.514 2.584 0.593  0.000
H8 1.920 3.027 1.136  0.000
H9 1.011 4.371 -1.613  0.000
C5 -1.788 3.400 0.714  0.000
H10 1.055 4.596 1.220  0.000
H11 -1.648 3.604 1.786  0.000
H12 0.543 3.238 2.254  0.000
P2 0.030 -2.920 0.390  0.000
C6 1.327 -3.307 1.623  -0.001
C7 -1.425 -3.611 1.299  0.000
H13 -0.368 -4.137 -1.687  0.000
H14 0.128 -5.269 -0.380  0.000
H15 1.341 -4.245 -1.216  0.000
C8 0.312 -4.279 -0.832  -0.002
H16 -2.302 -2.962 1.136  0.000
H17 -1.623 -4.624 0.922  0.000
H18 1.508 -4.389 1.645  0.000
H19 1.030 -3.002 2.634  0.000
H20 -1.217 -3.662 2.381  0.000
H21 2.262 -2.799 1.360  0.000
Cl2 -3.087 -0.224 0.894  -0.021
N1 -0.240 0.183 2.281  -0.002
H22 -1.127 0.118 2.794  0.000
H23 0.147 1.092 2.558  0.000
H24 0.372 -0.511 2.719  0.000


DFT (the ωB97M-V functional and the def2-TZVPD basis) results for a molecular structure, C8H24ClI2OP2SW in a non-equilibrium geometry.

Results
total energy = -70662.2066 eV
HOMO (alpha / beta) = -17.3 / -17.6 eV
multiplicity = 3
net charge = +3
relative energy (zero: lowest compared OMol25 entry of this formula, charge and spin) = 74.7 kcal/mol

Each line ends with the natural charge from an NBO analysis.
Positions of all 40 atoms, in Å:
I1 -1.832 0.179 2.299  0.058
I2 -1.916 1.900 0.384  0.013
W1 1.910 -1.111 -0.761  0.510
P1 1.899 0.727 0.572  1.041
C1 1.610 1.913 1.867  -0.923
C2 3.133 -0.497 1.215  -0.937
H1 4.079 0.078 1.330  0.314
H2 3.767 2.098 0.004  0.285
H3 3.351 -1.394 0.532  0.248
H4 3.379 0.979 -1.373  0.275
H5 1.274 1.334 2.744  0.279
H6 2.797 -0.884 2.186  0.296
C3 2.966 1.653 -0.605  -0.932
H7 2.607 2.353 2.042  0.288
H8 2.375 2.438 -1.100  0.285
H9 0.903 2.675 1.540  0.281
P2 -0.237 -1.420 -1.329  1.115
C4 -1.961 -1.482 -1.073  -0.955
C5 0.030 -1.150 -3.111  -0.949
H10 1.623 -3.172 -1.086  0.285
H11 0.049 -3.650 -1.853  0.320
H12 0.126 -3.495 -0.068  0.298
C6 0.496 -3.079 -1.014  -0.980
H13 1.084 -1.190 -3.426  0.295
H14 -0.573 -1.965 -3.560  0.283
H15 -2.246 -2.193 -1.847  0.285
H16 -2.376 -0.472 -1.204  0.283
H17 -0.399 -0.162 -3.367  0.287
H18 -2.106 -1.857 -0.055  0.284
Cl1 3.546 -1.574 -2.217  -0.198
C7 -5.467 2.993 0.983  -0.831
S1 -4.985 1.632 2.000  1.423
C8 -4.732 2.489 3.531  -0.815
O1 -6.110 0.683 2.153  -0.532
H19 -5.588 3.891 1.566  0.282
H20 -6.417 2.719 0.561  0.304
H21 -4.718 3.189 0.220  0.273
H22 -5.465 2.041 4.197  0.309
H23 -3.738 2.253 3.877  0.270
H24 -4.836 3.565 3.373  0.283


DFT (the ωB97M-V functional and the def2-TZVPD basis) results for 5 unconnected molecules or ions with the total composition C8H24IO7 in a non-equilibrium geometry.

Results
total energy = -31117.5689 eV
HOMO = -3.5 eV
multiplicity = 1
net charge = -1
relative energy (zero: lowest compared OMol25 entry of this formula, charge and spin) = 45.0 kcal/mol

Each line ends with the natural charge from an NBO analysis.
Positions of all 40 atoms, in Å:
I1 -18.448 -6.535 3.080  -1.000
C1 -12.155 -0.444 2.156  -0.624
C2 -13.492 -0.365 2.804  -0.065
O1 -14.470 -0.678 1.827  -0.725
H1 -12.086 -1.432 1.701  0.205
H2 -11.309 -0.353 2.838  0.200
H3 -11.992 0.303 1.379  0.205
H4 -13.680 0.618 3.236  0.166
H5 -13.524 -1.123 3.586  0.162
H6 -14.652 -1.619 1.880  0.476
C3 -16.876 -1.694 8.699  -0.087
C4 -17.238 -0.725 9.884  -0.080
O2 -17.302 -1.333 11.157  -0.703
O3 -17.784 -2.783 8.687  -0.724
H7 -15.923 -2.221 8.756  0.167
H8 -16.985 -1.119 7.779  0.163
H9 -18.214 -0.300 9.647  0.168
H10 -16.536 0.108 9.862  0.155
H11 -16.653 -0.859 11.681  0.463
H12 -17.804 -3.131 7.792  0.477
C5 -14.402 -8.760 -2.108  -0.090
C6 -15.328 -9.943 -2.525  -0.082
O4 -14.614 -11.015 -3.047  -0.711
O5 -13.896 -9.041 -0.837  -0.714
H13 -14.941 -7.813 -2.131  0.160
H14 -13.580 -8.536 -2.788  0.167
H15 -16.040 -9.489 -3.213  0.148
H16 -15.874 -10.240 -1.629  0.185
H17 -14.339 -10.838 -3.950  0.464
H18 -14.619 -8.896 -0.223  0.474
C7 -24.750 -8.130 8.373  -0.083
C8 -25.854 -7.458 9.180  -0.085
O6 -25.362 -7.029 10.508  -0.714
O7 -23.460 -7.607 8.528  -0.691
H19 -25.001 -8.091 7.313  0.167
H20 -24.722 -9.175 8.685  0.150
H21 -26.635 -8.187 9.396  0.165
H22 -26.279 -6.567 8.717  0.163
H23 -26.143 -6.614 10.883  0.455
H24 -23.004 -8.020 7.792  0.471


Which value of total energy does entry 2 give?
-26729.2783 eV